68
Properties=species:S:1:pos:R:3 method="wB97M-V/def2-TZVPD" orbital_gap_ev=3.73 charge=+2 lumo_energy_ev=-9.59 homo_energy_ev=-13.32
Zr 2.56360 -0.40424 2.48062
O 2.70544 1.64512 2.74643
H 3.16484 2.13071 2.02467
C 0.69137 0.38346 -0.27351
O 1.75614 0.00132 0.51394
H -0.12843 -0.34162 -0.30194
H 0.19167 1.30522 0.06388
H 0.94120 0.66214 -1.30058
C -1.15578 -5.30291 -1.12096
O -2.27472 -5.74290 -1.19983
N -0.63899 -4.51534 -0.14678
C 0.52616 -3.71024 -0.39732
C -1.42224 -4.29112 1.05804
H -0.43287 -5.45282 -1.93950
H 1.32619 -3.89807 0.32167
H 0.28174 -2.65657 -0.57647
H 0.91445 -3.94754 -1.39127
H -2.43262 -4.68423 0.97883
H -0.96125 -4.85677 1.87437
H -1.42280 -3.23130 1.31622
C -0.85229 -0.28022 3.10863
O 0.40063 -0.33497 2.96026
N -1.50989 -1.24898 3.72305
C -2.91906 -1.04538 4.04168
C -0.93752 -2.50117 4.14000
H -1.49496 0.54121 2.77452
H -3.41781 -0.27722 3.45344
H -2.98798 -0.72042 5.08362
H -3.50840 -1.95847 3.98589
H -0.61885 -2.35615 5.18024
H -1.64664 -3.32113 4.09734
H -0.03746 -2.79586 3.60088
C -3.29704 2.85898 1.88912
O -2.46459 2.39627 2.66761
N -3.86347 2.21913 0.86441
C -4.94455 2.88459 0.08699
C -3.51697 0.87820 0.39855
H -3.75454 3.85263 1.99295
H -5.64976 2.13096 -0.25510
H -4.52899 3.25868 -0.85251
H -5.30628 3.70304 0.69554
H -2.71089 0.32776 0.87302
H -4.37235 0.20039 0.37842
H -3.27156 1.05325 -0.65311
C 3.88798 4.79081 0.93074
O 3.41163 4.26158 1.93387
N 3.58902 4.50530 -0.32402
C 4.21568 5.16395 -1.46689
C 2.62009 3.48745 -0.64327
H 4.65976 5.56083 1.05741
H 4.58013 4.38580 -2.14533
H 5.10273 5.75463 -1.25233
H 3.51769 5.73222 -2.08126
H 1.70434 3.78646 -1.15500
H 2.99956 2.64867 -1.23124
H 2.34939 3.15378 0.36381
C 2.46949 -2.38849 -5.22224
O 3.63316 -2.65142 -5.07049
N 1.74037 -1.48833 -4.51131
C 0.28739 -1.18890 -4.65377
C 2.44386 -0.64442 -3.58343
H 1.84074 -2.87561 -5.98316
H -0.23073 -1.14335 -3.69890
H -0.09985 -2.07999 -5.14837
H 0.33434 -0.26859 -5.23027
H 3.50665 -0.86817 -3.51685
H 2.34055 0.42863 -3.79819
H 2.11415 -0.62026 -2.53547

64
Properties=species:S:1:pos:R:3 method="wB97M-V/def2-TZVPD" orbital_gap_ev=5.18 charge=+1 lumo_energy_ev=-6.16 homo_energy_ev=-11.34
C 4.37669 3.75687 -1.45582
C 3.17188 2.91690 -1.30067
C 1.94296 3.46549 -1.61634
F 1.92316 4.72851 -2.14473
C 0.75040 2.79040 -1.48233
C 0.75985 1.43250 -1.05619
C -0.45361 0.64463 -0.96176
C -1.73377 1.34958 -1.00006
C -1.94760 2.58751 -0.31623
C -3.14140 3.26067 -0.50769
F -3.29073 4.53438 -0.02655
C -4.22725 2.72334 -1.19003
C -5.48803 3.48527 -1.33028
C -4.02801 1.49713 -1.82099
C -2.83075 0.81487 -1.71075
C 2.02249 0.85224 -0.76591
C 3.19455 1.57908 -0.90203
H 5.26133 3.17326 -1.20562
H 4.47070 4.11202 -2.48776
H 4.33358 4.63269 -0.79739
H -0.17300 3.31093 -1.73581
H -0.40958 -0.33331 -1.46142
H -1.17630 3.04206 0.31372
H -6.26530 2.82506 -1.72633
H -5.83322 3.91510 -0.38320
H -5.36973 4.30667 -2.04671
H -4.85893 1.05873 -2.37122
H -2.74791 -0.16902 -2.18303
H 2.06271 -0.18609 -0.41890
H 4.15933 1.13053 -0.67686
C -2.96676 -3.41245 2.33318
N -1.75486 -2.81147 1.82966
C -1.78257 -1.65367 0.94906
C -2.46876 -2.09729 -0.35915
C -2.47723 -0.48526 1.65682
N -0.37129 -1.42903 0.74998
C 0.41129 -2.60884 0.97287
C 1.61140 -2.50301 1.91822
C 2.94195 -2.22695 1.26803
C 3.45070 -3.10205 0.29695
C 4.68629 -2.83432 -0.30532
C 5.41134 -1.69373 0.06906
C 4.91941 -0.84064 1.06785
C 3.69078 -1.11588 1.67128
C -0.60427 -3.53931 1.67358
O -0.40354 -4.68479 2.06277
H -2.71908 -4.34444 2.84823
H -3.42254 -2.71298 3.04263
H -3.68996 -3.62116 1.53317
H -2.28897 -3.16843 -0.52031
H -3.54467 -1.90681 -0.28605
H -2.03930 -1.56917 -1.20539
H -2.15894 -0.47563 2.70530
H -2.21000 0.46772 1.19647
H -3.56060 -0.61668 1.60746
H 0.00042 -0.51311 0.46657
H 0.68522 -3.09524 0.01295
H 1.39777 -1.74249 2.68498
H 1.70491 -3.47982 2.41975
H 2.88011 -4.00026 0.03872
H 5.07696 -3.51500 -1.06750
H 6.36612 -1.46902 -0.40982
H 5.48511 0.04144 1.38213
H 3.28906 -0.47821 2.46476

72
Properties=species:S:1:pos:R:3 method="wB97M-V/def2-TZVPD" orbital_gap_ev=6.94 charge=+1 lumo_energy_ev=-4.46 homo_energy_ev=-11.39
C 4.40213 1.85366 2.06893
C 3.66268 1.13574 0.83842
P 2.04887 0.50525 1.52022
C 0.92546 2.02103 1.46763
N 1.35517 -0.80719 0.47630
C 2.29868 -1.91726 0.28986
C 3.25546 -1.71981 -0.93270
O 3.34004 -0.75845 -1.59289
Br 4.44419 -3.23294 -1.38577
C 0.07100 -1.21553 0.89965
N -0.29375 -2.03413 1.98815
C 0.22372 -1.63070 3.30546
N 1.58656 -2.05456 3.64029
C -0.25767 -3.49178 1.72279
N -0.88655 -4.27349 2.80292
N -0.93450 -0.76008 0.17117
C -2.32674 -1.04717 0.54782
C -2.95987 -2.30009 0.24306
C -4.29533 -2.35585 0.74031
C -4.84199 -1.24069 1.43012
N -4.30102 -0.03438 1.69866
C -3.04005 -0.03391 1.21906
P -0.74168 0.24537 -1.30373
O -2.24071 0.22785 -2.04557
Cl 0.45093 -0.85196 -2.65782
H 4.96714 1.05776 2.61359
H 3.68773 2.32535 2.77618
H 5.16921 2.56995 1.70447
H 4.36230 0.35985 0.47586
H 3.47275 1.93866 0.09125
H 0.28189 2.00754 2.37136
H 1.52996 2.95537 1.45540
H 0.27351 2.05088 0.56714
H 1.76580 -2.87356 0.11599
H 2.98277 -1.97329 1.18209
H -0.46108 -2.02858 4.08654
H 0.18290 -0.51518 3.36209
H 2.21026 -1.26146 3.78656
H 2.02487 -2.61726 2.91673
H 0.78422 -3.90003 1.64200
H -0.75501 -3.78465 0.76755
H -1.58852 -3.70231 3.27183
H -0.15021 -4.50113 3.46908
H -2.48578 -3.12965 -0.30212
H -4.90250 -3.26870 0.61009
H -5.88013 -1.36318 1.81048
H -2.49417 0.92376 1.39460
H -2.02328 0.11754 -2.99536
C -5.57298 -2.57311 -4.53758
C -6.23196 -2.03869 -3.27573
C -5.68269 -0.67196 -2.89989
O -6.01210 -2.95200 -2.19920
H -4.49409 -2.69104 -4.39236
H -5.96906 -3.55848 -4.78868
H -5.73921 -1.90417 -5.38406
H -7.31079 -1.97204 -3.42595
H -4.60807 -0.72750 -2.69912
H -6.15678 -0.30591 -1.98690
H -5.85160 0.05546 -3.69643
H -5.06023 -3.01735 -2.05965
C 3.25682 5.57439 -1.15134
C 4.64153 5.44106 -0.53623
C 5.68148 6.19566 -1.34834
O 5.00145 4.05870 -0.46455
H 3.23885 5.15557 -2.16192
H 2.52091 5.01956 -0.56400
H 2.94599 6.61922 -1.20232
H 4.62723 5.82234 0.48680
H 5.74375 5.79753 -2.36540
H 6.67110 6.08334 -0.90214
H 5.44293 7.25912 -1.40506
H 5.01782 3.71371 -1.36573

119
Properties=species:S:1:pos:R:3 method="wB97M-V/def2-TZVPD" orbital_gap_ev=7.88 charge=+1 lumo_energy_ev=-3.00 homo_energy_ev=-10.88
Lu 0.15595 2.31721 -2.34812
C 0.74753 -2.76794 -4.25107
C 0.36151 -2.60685 -2.81482
C 0.67560 -3.54160 -1.88433
C 0.31715 -3.36970 -0.52270
N -0.37629 -2.33641 -0.15455
N -0.69591 -1.40828 -1.08706
B -1.58049 -0.40639 -0.33116
N -2.91537 -1.04040 0.21466
N -3.16017 -2.01209 1.08494
C -4.42432 -2.13349 1.41981
C -5.43257 -1.27985 0.88232
C -5.15072 -0.27414 0.00366
C -6.13794 0.69348 -0.56530
C -3.78038 -0.19727 -0.30537
S -2.77778 0.79052 -1.33653
C -4.80007 -3.21965 2.41071
C -5.70280 -4.23375 1.69705
C -5.55681 -2.58723 3.58738
C -3.55545 -3.91947 2.94358
N -0.86587 0.33027 0.86779
N -1.76207 0.53419 1.85247
C -1.40715 1.22409 2.89648
C -0.08363 1.69920 3.02505
C 0.82167 1.50210 2.03344
C 2.21406 2.03674 2.12875
C 0.38070 0.81057 0.86037
S 1.43039 0.63814 -0.50679
C -2.46079 1.46473 3.96476
C -3.85808 1.25913 3.38452
C -2.34309 2.90022 4.49170
C -2.21742 0.46722 5.10326
C -0.31354 -1.42090 -2.36713
S -0.53524 -0.12509 -3.47382
C 0.65671 -4.39314 0.54457
C -0.38748 -5.51149 0.46364
C 0.61025 -3.74382 1.92548
C 2.05319 -4.97281 0.29600
H 1.15624 -3.76160 -4.41890
H 1.49020 -2.02106 -4.53334
H -0.10878 -2.61556 -4.90614
H 1.19842 -4.43567 -2.19039
H -6.45608 -1.43478 1.19513
H -7.15500 0.33353 -0.42789
H -5.96101 0.86259 -1.62878
H -6.04045 1.65874 -0.06655
H -6.63337 -3.78111 1.35517
H -5.96211 -5.04063 2.38212
H -5.20268 -4.67221 0.83323
H -6.50888 -2.14978 3.28915
H -4.96372 -1.81057 4.07118
H -5.77404 -3.35339 4.33075
H -2.99298 -4.40959 2.14999
H -3.86084 -4.67547 3.66583
H -2.88216 -3.22025 3.43875
H 0.20403 2.24318 3.91371
H 2.40432 2.39503 3.13740
H 2.35350 2.86186 1.43146
H 2.95070 1.27470 1.87129
H -4.04670 1.94357 2.55669
H -4.59637 1.44872 4.16383
H -3.99588 0.24144 3.01925
H -2.36267 3.62891 3.68116
H -1.43458 3.05591 5.07185
H -3.18338 3.10684 5.15387
H -2.31599 -0.56140 4.75253
H -2.94258 0.62919 5.90051
H -1.22035 0.58513 5.52980
H -1.38922 -5.11805 0.63708
H -0.18167 -6.26851 1.22021
H -0.37953 -6.00254 -0.51061
H -0.38198 -3.35985 2.15800
H 1.31245 -2.91289 1.99548
H 0.87959 -4.48778 2.67389
H 2.08637 -5.63244 -0.56987
H 2.35712 -5.56495 1.15826
H 2.79655 -4.18677 0.15513
O -0.40226 3.75957 -3.64788
N -1.58769 3.17234 -3.46409
C -2.64273 3.63123 -4.03183
C -2.58133 4.75370 -4.93447
N -2.54067 5.62079 -5.68132
C -3.90032 2.98095 -3.74526
N -4.90238 2.47359 -3.51822
C 5.91484 2.72948 -5.88650
C 6.43272 1.52317 -5.12038
C 5.39357 0.91978 -4.19182
N 5.03796 1.86779 -3.13603
C 3.83862 2.30604 -2.81289
S 2.47704 1.96654 -3.78511
N 3.74115 3.11090 -1.71736
C 4.60754 3.30664 -0.62831
O 4.50308 4.32576 0.00615
C 5.57240 2.23439 -0.25950
C 5.24157 0.88658 -0.35293
C 6.13966 -0.06966 0.09483
C 7.36525 0.32369 0.61896
C 7.69075 1.67012 0.71626
C 6.78742 2.63072 0.28929
H 6.65304 3.08231 -6.60369
H 5.68008 3.56389 -5.22570
H 5.00586 2.48457 -6.43624
H 7.32345 1.78807 -4.54344
H 6.74753 0.73847 -5.81130
H 5.75936 0.01239 -3.70774
H 4.48077 0.67124 -4.73145
H 5.80630 2.19683 -2.56312
H 2.91912 3.71733 -1.65820
H 4.27353 0.58705 -0.73841
H 5.88310 -1.11780 0.04091
H 8.06922 -0.42238 0.96154
H 8.64049 1.97396 1.13239
H 7.00930 3.68483 0.37984
B -1.63178 4.23192 0.39748
C -0.24182 4.04579 -0.33040
N 0.78133 3.84992 -0.85994
H -1.35716 4.93511 1.35244
H -2.00143 3.12848 0.74338
H -2.38631 4.76531 -0.38386